DFT (ωB97M-V/def2-TZVPD) results for a single C5H7NO molecule at a distorted geometry.

Results
Energy relative to the best compared isomer or geometry (same formula, charge and spin), kJ/mol: 226.7
Total charge: 0
Molar mass, g mol⁻¹: 97.1
Frontier orbital gap, Eh: 0.27335
HOMO level, eV: -7.31
Largest force on an atom, eV Å⁻¹: 1.30

Geometry (Å):
C1 -1.94713 0.40649 -0.31803
C2 -0.42184 0.05335 -0.18002
C3 0.64763 1.02184 0.18021
N1 1.73082 0.36650 0.46869
C4 1.54621 -1.13138 0.48791
O1 2.52650 -1.83113 0.72378
C5 0.19168 -1.25917 0.18602
H1 -2.23147 0.45175 -1.38566
H2 -2.21409 1.38752 0.08920
H3 -2.57527 -0.36846 0.12208
H4 0.65216 2.08621 -0.02545
H5 2.65738 0.75132 0.63857
H6 -0.29892 -2.21863 0.26199
H7 -0.26366 0.28377 -1.24927

Atomic forces in eV per Å
0.0 -0.1 0.3
0.0 0.1 -0.3
0.1 -0.1 -0.3
-0.3 0.2 0.1
-0.3 0.0 0.1
-0.4 0.2 0.0
-0.1 0.0 0.1
0.2 -0.1 0.5
0.2 -0.3 0.2
0.1 0.2 0.2
-0.1 0.0 0.2
-0.3 0.1 -0.2
-0.1 0.2 -0.3
1.1 -0.3 -0.6

Mulliken atomic charge list, values in e, 2 entries: -1.15 0.91



DFT (ωB97M-V/def2-TZVPD) results for a 2-piece molecular cluster, C5H7NO overall at a distorted geometry.

Results
Energy relative to the best compared isomer or geometry (same formula, charge and spin), kJ/mol: 71.6
Total charge: 0
Molar mass, g mol⁻¹: 97.1
Frontier orbital gap, Eh: 0.37932
Structure (SMILES): c1ccncc1.O
HOMO level, eV: -9.76
Largest force on an atom, eV Å⁻¹: 2.07

Geometry (Å):
O1 0.06541 -0.99486 -4.26257
H1 -0.12886 -0.11261 -3.87252
H2 0.73327 -1.39149 -3.65850
N1 0.20110 0.40839 2.64115
C1 0.38399 1.46154 1.82145
C2 -0.15259 -0.79320 2.11000
C3 0.25504 1.31201 0.42629
C4 -0.54426 -0.95492 0.76672
C5 -0.32247 0.10117 -0.06669
H3 0.69993 2.42815 2.23554
H4 -0.27965 -1.63168 2.80743
H5 0.48967 2.18013 -0.20374
H6 -0.95154 -1.90336 0.39230
H7 -0.44904 -0.10927 -1.13688

Atomic forces in eV per Å
0.5 0.5 1.1
0.2 -0.9 -0.4
-0.7 0.5 -0.6
0.1 -0.8 -0.4
0.0 -1.2 -1.1
-0.9 1.1 0.2
-1.0 -0.3 0.3
0.4 -0.5 1.3
1.3 1.3 -0.9
-0.2 -0.6 0.1
0.3 0.5 -0.2
-0.2 -0.6 0.1
0.3 0.5 0.3
-0.1 0.6 0.4

Mulliken atomic charge list, values in e, 2 entries: -0.65 0.32



DFT (ωB97M-V/def2-TZVPD) results for a single C5H7NO molecule at a distorted geometry.

Results
Energy relative to the best compared isomer or geometry (same formula, charge and spin), kJ/mol: 161.0
Total charge: 0
Molar mass, g mol⁻¹: 97.1
Frontier orbital gap, Eh: 0.35761
Structure (SMILES): CO/C(C)=C/C#N
HOMO level, eV: -9.10
Largest force on an atom, eV Å⁻¹: 1.08

Geometry (Å):
C1 1.89393 -0.66926 -0.59704
C2 -0.79909 -0.74638 -0.19945
C3 -1.84152 -1.12324 0.68428
N1 -2.58978 -1.52288 1.47619
C4 -0.14705 0.43271 -0.13128
O1 1.09707 0.53303 -0.64508
C5 -0.77973 1.68776 0.40909
H1 2.26924 -0.79727 0.42473
H2 1.37050 -1.59103 -0.86891
H3 2.70766 -0.53077 -1.30464
H4 -0.44423 -1.49656 -0.89387
H5 -0.07261 2.48323 0.65384
H6 -1.37727 1.44097 1.29334
H7 -1.48624 2.06727 -0.33872

Atomic forces in eV per Å
0.2 0.0 -0.1
0.0 0.0 0.0
-0.8 -0.3 0.7
0.5 0.5 -0.8
-0.3 -0.2 0.0
-0.1 -0.1 -0.1
0.1 -0.1 0.0
0.0 0.1 -0.2
0.1 0.4 -0.1
0.0 0.1 0.1
-0.1 -0.2 0.4
0.1 -0.3 -0.1
0.1 0.0 -0.1
0.2 0.0 0.1

Mulliken atomic charge list, values in e, 2 entries: -0.65 -0.52



DFT (ωB97M-V/def2-TZVPD) results for a single C5H7NO molecule.

Results
Energy relative to the best compared isomer or geometry (same formula, charge and spin), kJ/mol: 159.8
Total charge: 0
Molar mass, g mol⁻¹: 97.1
Frontier orbital gap, Eh: 0.28584
Structure (SMILES): CC1=C([O-])[NH2+]C=C1
HOMO level, eV: -7.14
Largest force on an atom, eV Å⁻¹: 0.34

Geometry (Å):
C1 1.45046 -1.51964 0.22070
C2 0.41378 -0.44163 0.08078
C3 0.00637 0.48697 1.09489
C4 -0.93369 1.37296 0.70570
N1 -1.24436 1.08836 -0.68675
C5 -0.26248 -0.21925 -1.10057
O1 -0.38168 -0.61389 -2.23603
H1 1.47875 -1.90925 1.24477
H2 2.46181 -1.16970 -0.02588
H3 1.22623 -2.35770 -0.44739
H4 -2.21013 0.80731 -0.86079
H5 0.42007 0.47320 2.09934
H6 -1.43269 2.17280 1.23238
H7 -1.01867 1.84275 -1.33572

Atomic forces in eV per Å
0.1 -0.1 0.0
-0.1 0.0 -0.2
-0.1 0.1 0.0
0.1 -0.1 0.1
-0.1 0.0 -0.2
0.0 -0.1 -0.1
0.0 0.1 0.3
0.0 0.1 -0.1
-0.1 0.0 0.0
0.0 0.1 0.1
0.2 0.0 0.0
-0.1 0.0 -0.1
0.1 -0.1 -0.1
0.0 -0.1 0.1

Mulliken atomic charge list, values in e, 2 entries: -1.23 0.46



| no. | total energy (eV) |
| --- | --- |
| 1 | -8833.853 |
| 2 | -8835.461 |
| 3 | -8834.534 |
| 4 | -8834.547 |